C36H44F5N2NiO6S3Sb as an isolated structure, computed with wB97M-V/def2-TZVPD.

```
98
Properties=species:S:1:pos:R:3:forces:R:3
C -4.556 -18.511 -14.463 -0.5 0.8 -2.1
N -4.971 -17.394 -8.895 -2.4 3.2 2.3
C -2.672 -19.537 -10.780 -1.7 1.6 -1.9
H -2.942 -17.861 -15.753 -0.8 -0.4 0.2
C -5.103 -22.435 -11.296 -0.4 1.4 -0.7
S -6.519 -17.591 -12.507 1.9 -1.4 -0.4
C -1.011 -19.273 -8.833 -1.5 -0.3 0.8
C 1.312 -15.891 -13.705 0.8 0.6 0.1
H -0.270 -14.902 -9.342 -0.2 0.6 0.0
C -7.004 -14.326 -8.337 1.2 0.9 0.7
H 0.309 -13.023 -15.476 -0.6 0.7 0.6
C 1.171 -13.397 -10.821 1.9 0.0 0.4
H 1.172 -17.500 -12.159 -0.4 0.0 0.1
C -5.431 -23.802 -8.956 0.7 0.9 -1.3
C -4.704 -14.984 -7.952 -1.4 -0.4 0.0
N -4.861 -17.771 -12.201 -1.5 1.5 -1.3
O -3.474 -17.165 -6.799 -0.7 1.1 -1.2
H -0.338 -21.177 -10.823 0.1 0.2 0.2
H -3.692 -13.111 -15.145 0.3 0.2 -0.4
H -3.313 -19.672 -17.450 -0.7 0.3 0.8
C -0.587 -12.553 -14.985 0.3 1.2 -1.4
C -5.732 -19.269 -14.429 -0.7 0.1 1.7
H 2.503 -14.017 -13.452 -0.1 0.2 0.2
H -3.139 -20.233 -11.528 0.8 0.3 0.5
H -0.674 -21.844 -9.183 0.0 0.0 -0.4
C -3.832 -18.518 -15.678 1.7 -0.5 1.6
H -2.082 -18.756 -11.301 0.0 -0.4 -0.1
C -5.099 -20.374 -16.461 0.0 -1.6 0.6
H -0.209 -11.460 -11.709 -0.9 -0.4 0.1
O -6.752 -16.537 -13.494 0.0 0.2 0.2
H 1.996 -14.393 -15.152 0.2 -0.1 1.1
F -5.417 -24.428 -7.760 -0.3 -0.1 -0.4
H 2.082 -16.032 -11.590 -0.3 -1.0 -0.9
F -6.248 -21.923 -7.846 0.2 0.1 -0.9
C -5.892 -20.321 -15.314 -1.6 -1.0 -1.2
F -5.332 -21.800 -12.513 1.0 -1.2 1.3
H 0.349 -16.529 -15.667 0.5 -0.4 0.7
F -4.586 -25.798 -10.032 0.1 0.6 0.1
H -7.487 -12.303 -7.961 0.6 0.2 0.2
C -6.041 -15.319 -8.318 1.1 2.5 0.6
O -6.743 -19.050 -13.517 1.1 0.2 -0.3
H 1.670 -12.533 -11.315 -0.3 -0.7 -0.3
C 2.341 -14.816 -14.162 -0.4 -0.7 -1.6
C -5.456 -21.650 -10.160 -1.4 -1.3 0.2
C -4.712 -23.775 -11.270 -0.1 0.7 -1.7
C 1.845 -16.711 -12.465 1.1 1.2 -0.6
H -1.556 -18.449 -8.319 0.3 -0.4 -0.7
H 0.490 -17.805 -14.322 -0.1 1.0 -0.8
H -1.884 -12.309 -11.765 0.4 0.6 0.1
C -4.864 -24.467 -10.094 -0.9 -0.1 1.5
O -7.345 -17.188 -9.205 4.6 2.8 1.6
C -0.275 -13.509 -11.076 -0.7 -1.3 -1.2
H -5.091 -11.689 -7.272 0.1 -0.1 -0.2
C -1.561 -13.650 -14.683 -0.1 -1.5 0.4
H -2.729 -20.699 -9.069 0.5 0.8 0.3
H -3.334 -13.345 -7.430 0.8 -0.3 0.2
C -5.338 -12.696 -7.594 -0.3 -0.5 -0.4
H -1.898 -14.233 -9.655 0.0 0.6 0.0
C -5.789 -22.418 -9.015 1.8 -2.0 0.0
C -0.931 -12.161 -11.223 -0.4 0.0 0.2
Sb -0.546 -14.791 -12.996 -2.1 -1.7 0.6
F -4.296 -24.376 -12.456 -0.6 0.5 1.7
H -0.264 -11.938 -14.115 -0.2 -0.6 -0.4
O -3.086 -16.960 -13.530 -1.2 -0.6 0.8
H 1.922 -17.395 -15.244 -0.8 0.8 0.3
H -1.706 -22.178 -10.582 -0.6 -0.3 -0.1
C -6.651 -13.004 -7.954 -0.4 -1.3 -0.1
H -7.995 -14.574 -8.608 -0.8 -0.2 -0.4
H -1.011 -11.818 -15.718 0.3 -0.3 0.2
H -5.260 -21.169 -17.220 0.1 0.5 0.7
C -3.034 -13.267 -14.289 1.5 1.1 0.3
S -3.825 -16.545 -8.081 1.5 -0.6 -0.6
H -0.577 -19.859 -7.991 0.0 0.2 -0.7
H 1.375 -13.184 -9.770 0.0 -0.2 0.5
H -1.256 -15.502 -10.565 0.0 0.5 -0.3
Ni -4.435 -18.513 -10.384 2.2 -0.4 -0.8
C -0.969 -14.540 -10.121 0.9 -0.2 0.0
C -1.596 -14.792 -15.776 -0.6 1.3 1.4
C -4.115 -17.630 -13.376 0.8 0.4 0.4
H -0.240 -18.865 -9.482 0.2 0.1 0.0
C -1.949 -20.181 -9.693 0.3 -1.7 1.9
H 2.808 -17.212 -12.779 -0.7 0.5 0.3
C 0.972 -16.922 -14.833 0.4 -0.7 0.8
C -4.319 -13.676 -7.647 -1.7 -0.4 0.1
C -3.990 -19.550 -16.566 0.1 0.4 -2.1
H -1.917 -15.717 -15.302 -0.1 -0.2 0.0
H -0.623 -14.897 -16.195 0.7 -0.2 -0.5
H -3.505 -14.060 -13.760 -0.3 -0.9 0.7
H -2.310 -14.562 -16.555 -0.2 0.2 -0.4
H 3.325 -15.230 -14.418 0.1 -0.3 0.2
S -5.997 -20.017 -10.240 -1.4 -0.8 0.4
H -1.194 -11.743 -10.232 0.1 0.0 -0.2
C -6.214 -16.660 -8.818 -2.3 -5.6 -2.0
H -6.745 -21.061 -15.162 1.2 1.3 -0.2
O -2.719 -16.258 -8.987 -0.5 -0.5 0.9
H -3.067 -12.347 -13.644 0.0 -0.8 -0.6
H 1.673 -14.357 -11.077 0.0 1.0 0.4
C -1.128 -21.410 -10.093 1.0 0.0 -0.1
```
Positions in Å, forces in eV/Å.

Computed properties:
**Kohn-Sham gap (spin up / spin down)**: 0.19824 / 0.22458 Eh
**DFT total energy**: -5401.4333 Ha
**Charge**: -2
**HOMO level (spin up / spin down)**: -1.5 / -2.2 eV
**2S+1**: 3

Here are the Löwdin charges for atoms 1 to 5, given in e: number 1, C, carries -0.096; number 2, N, carries -0.166; number 3, C, carries -0.225; number 4, H, carries 0.111; number 5, C, carries -0.182